<w>
ORCA calculation (ωB97M-V/def2-TZVPD) on a cluster of 18 separate species, H36O18 in total.

Last columns: bonded neighbours and bond lengths (Å).
Positions of all 54 atoms, in Å:
1 O 0.88110 1.57003 2.58207  H2 0.968, H3 0.962
2 H 0.08718 1.89263 3.03210  O1 0.968
3 H 1.13086 0.87343 3.19736  O1 0.962
4 O -1.25797 2.64883 -4.57316  H5 0.963, H6 0.960
5 H -0.81565 1.87344 -4.21072  O4 0.963
6 H -1.27327 2.40793 -5.50189  O4 0.960
7 O -3.67695 0.40784 -0.35492  H8 0.967, H9 0.979
8 H -3.57609 0.33431 -1.31341  O7 0.967
9 H -4.56581 0.00520 -0.27914  O7 0.979
10 O -0.55259 1.63501 -0.21187  H11 0.959, H12 0.970
11 H -0.32169 2.31114 0.42709  O10 0.959
12 H -0.71146 0.88406 0.38095  O10 0.970
13 O -3.52988 -0.99084 3.57070  H14 0.948, H15 0.961
14 H -4.03416 -0.71682 2.81571  O13 0.948
15 H -3.15011 -1.87038 3.49718  O13 0.961
16 O -1.23089 -0.08787 -2.64267  H17 0.963, H18 0.951
17 H -1.24973 0.68954 -2.07492  O16 0.963
18 H -1.47165 0.11372 -3.54042  O16 0.951
19 O 2.56798 -0.30134 1.36142  H20 0.975, H21 0.969
20 H 2.70097 0.36319 0.66105  O19 0.975
21 H 3.24641 -0.97169 1.18947  O19 0.969
22 O -5.21907 -1.75889 -0.12228  H23 0.957, H24 0.962
23 H -6.14000 -2.01279 -0.06836  O22 0.957
24 H -4.76718 -2.57456 -0.35932  O22 0.962
25 O 4.00569 -4.85636 -1.56321  H26 0.962, H27 0.942
26 H 4.40332 -4.15450 -2.08816  O25 0.962
27 H 3.40060 -5.25164 -2.16663  O25 0.942
28 O 5.57435 -0.19388 -2.43110  H29 0.972, H30 0.969
29 H 5.07166 0.53066 -2.83933  O28 0.972
30 H 6.38648 0.33395 -2.41627  O28 0.969
31 O -0.04602 4.55338 2.62346  H32 0.956, H33 0.961
32 H -0.62243 4.96298 1.98058  O31 0.956
33 H 0.37002 5.28310 3.09112  O31 0.961
34 O -0.93697 -1.42258 0.13671  H35 0.959, H36 0.958
35 H -1.83428 -1.10259 0.24564  O34 0.959
36 H -0.83921 -1.86216 -0.70926  O34 0.958
37 O -0.12256 -2.95153 2.08149  H38 0.956, H39 0.988
38 H 0.81890 -2.81556 2.17402  O37 0.956
39 H -0.34698 -2.28536 1.38770  O37 0.988
40 O 4.69587 -1.88824 0.45452  H41 0.968, H42 0.964
41 H 5.01834 -1.35700 -0.28720  O40 0.968
42 H 5.47920 -1.90081 1.01699  O40 0.964
43 O -2.43511 -3.81316 2.72119  H44 0.957, H45 0.956
44 H -1.77934 -3.74458 3.41540  O43 0.957
45 H -1.96102 -4.02078 1.91768  O43 0.956
46 O 2.09230 1.95753 0.02715  H47 0.970, H48 0.966
47 H 1.38366 1.31996 -0.15291  O46 0.970
48 H 1.95137 2.29589 0.92090  O46 0.966
49 O 1.76079 1.50694 -3.30780  H50 0.961, H51 0.966
50 H 2.56042 1.13236 -2.92899  O49 0.961
51 H 1.39624 2.02398 -2.57813  O49 0.966
52 O -2.62899 3.94275 0.04170  H53 0.956, H54 0.956
53 H -2.62640 3.42006 -0.75932  O52 0.956
54 H -3.41277 4.48241 0.13170  O52 0.956

Properties
Gap between HOMO and LUMO = 10.32 eV
E_HOMO = -0.376 Eh

---

<x>
ORCA calculation (ωB97M-V/def2-TZVPD) on a cluster of 18 separate species, H36O18 in total.

Last columns: bonded neighbours and bond lengths (Å).
Positions of all 54 atoms, in Å:
1 O -2.59179 1.85717 1.98864  H2 0.957, H3 0.957
2 H -2.22593 1.26795 1.32894  O1 0.957
3 H -3.29681 1.35363 2.39561  O1 0.957
4 O 2.57424 3.81650 2.08541  H5 0.957, H6 0.957
5 H 3.39611 3.70360 1.60790  O4 0.957
6 H 2.25087 4.67342 1.80729  O4 0.957
7 O -1.94792 0.48048 -3.61476  H8 0.957, H9 0.957
8 H -2.67154 -0.13289 -3.48680  O7 0.957
9 H -2.29571 1.14008 -4.21494  O7 0.957
10 O -1.12469 4.24296 2.91691  H11 0.957, H12 0.957
11 H -0.72871 4.20872 2.04613  O10 0.957
12 H -1.76338 3.53000 2.91832  O10 0.957
13 O 3.31487 1.38654 3.09591  H14 0.957, H15 0.957
14 H 2.79165 1.99697 2.57646  O13 0.957
15 H 4.17914 1.40111 2.68473  O13 0.957
16 O 1.97113 -5.58094 -0.76033  H17 0.957, H18 0.957
17 H 2.06054 -4.67488 -1.05577  O16 0.957
18 H 2.64500 -6.05868 -1.24395  O16 0.957
19 O 2.99197 -2.58119 4.71080  H20 0.957, H21 0.957
20 H 2.41493 -2.71492 5.46271  O19 0.957
21 H 2.53042 -1.94524 4.16420  O19 0.957
22 O -0.19642 3.72891 0.07094  H23 0.957, H24 0.957
23 H -0.33129 4.54330 -0.41362  O22 0.957
24 H 0.73668 3.54105 -0.03044  O22 0.957
25 O 1.92408 -2.71677 -1.62935  H26 0.957, H27 0.957
26 H 1.03906 -2.69007 -1.99303  O25 0.957
27 H 1.91385 -2.06841 -0.92525  O25 0.957
28 O -5.19682 -1.16157 0.93222  H29 0.957, H30 0.957
29 H -5.51421 -2.02951 1.18157  O28 0.957
30 H -4.27955 -1.15378 1.20570  O28 0.957
31 O -2.45344 -2.01249 0.24371  H32 0.957, H33 0.957
32 H -2.16442 -2.92016 0.14966  O31 0.957
33 H -1.64278 -1.50896 0.31780  O31 0.957
34 O -3.92071 2.50887 -2.42010  H35 0.957, H36 0.957
35 H -3.05967 2.84904 -2.17696  O34 0.957
36 H -3.91847 2.51206 -3.37729  O34 0.957
37 O 1.23915 -0.39510 3.50035  H38 0.957, H39 0.957
38 H 0.98570 -0.42938 4.42274  O37 0.957
39 H 1.97269 0.21936 3.47570  O37 0.957
40 O 0.58896 -0.58009 0.28417  H41 0.957, H42 0.957
41 H 0.51898 -0.36650 1.21460  O40 0.957
42 H -0.19967 -0.20532 -0.10807  O40 0.957
43 O 4.85363 -2.23541 -2.18862  H44 0.957, H45 0.957
44 H 4.00785 -2.47885 -2.56495  O43 0.957
45 H 4.81641 -1.28207 -2.11125  O43 0.957
46 O 0.83650 0.27852 -3.36017  H47 0.957, H48 0.957
47 H 0.70791 0.61076 -2.47174  O46 0.957
48 H -0.00729 0.41372 -3.79141  O46 0.957
49 O -1.36253 1.14540 -0.60100  H50 0.957, H51 0.957
50 H -1.23528 2.07801 -0.42701  O49 0.957
51 H -1.61905 1.10597 -1.52235  O49 0.957
52 O -1.05298 -3.34885 -3.79141  H53 0.957, H54 0.957
53 H -1.37770 -4.24924 -3.80112  O52 0.957
54 H -1.08356 -3.07282 -4.70743  O52 0.957

Properties
Gap between HOMO and LUMO = 9.88 eV
E_HOMO = -0.388 Eh

---

List of relative energies, unit kcal/mol: <w> 11.7; <x> 0.0